No. 1
ORCA calculation (ωB97M-V/def2-TZVPD) on a 2-piece molecular cluster, C8H15N2P overall in a non-equilibrium geometry.

Calculated values
* LUMO energy: 0.738 eV
* structure (SMILES): Cc1[nH]npc1C.C=C(C)C
* highest occupied orbital energy: -8.40 eV

XYZ file:
```
26
Properties=species:S:1:pos:R:3:mulliken_charge:R:1
C 1.342 -1.331 0.665 0.123
C 1.593 -1.083 -0.723 0.730
C 1.814 -2.464 1.508 -1.474
C 2.085 -2.131 -1.674 -1.179
C -1.321 2.996 -0.302 -1.582
C -2.506 0.888 -1.036 -1.139
C -1.939 1.196 1.338 -0.951
C -1.959 1.669 0.125 0.883
N 0.954 -0.146 1.227 0.124
N 0.742 0.898 0.535 -0.444
P 1.066 0.592 -1.091 -0.137
H 2.949 -2.272 1.698 0.267
H 1.856 -3.344 0.824 0.313
H 1.322 -2.547 2.380 0.484
H 2.581 -1.641 -2.443 0.389
H 1.276 -2.827 -2.231 0.196
H 2.778 -2.828 -1.175 0.340
H -0.943 3.063 -1.291 0.363
H -2.065 3.804 -0.065 0.350
H -0.537 3.392 0.220 0.548
H -3.068 1.529 -1.840 0.274
H -3.269 0.161 -0.921 0.430
H -1.703 0.454 -1.623 0.161
H -1.376 1.803 2.045 0.372
H -2.414 0.230 1.615 0.290
H 0.742 -0.062 2.235 0.268
```



No. 2
ORCA calculation (ωB97M-V/def2-TZVPD) on an isolated ion of composition C8H15N2S and charge +1 in a non-equilibrium geometry.

Calculated values
* LUMO energy: -3.271 eV
* highest occupied orbital energy: -12.88 eV
* charge: +1

XYZ file:
```
26
Properties=species:S:1:pos:R:3:mulliken_charge:R:1
C 3.270 -1.333 0.389 -0.475
C 2.971 -0.100 -0.120 0.606
C 1.081 -1.306 -0.075 0.039
C 3.744 1.137 -0.311 -1.295
C -1.725 0.818 -0.641 -1.364
C -3.187 -0.723 0.648 -1.604
C -1.553 0.558 1.810 -1.392
C -1.822 -0.167 0.436 1.045
N 1.629 -0.127 -0.399 0.079
N 2.073 -2.048 0.485 -0.027
S -0.834 -1.740 0.160 -0.083
H 4.196 -1.840 0.517 0.402
H 3.544 1.647 -1.251 0.384
H 3.371 1.770 0.443 0.342
H 4.718 0.846 -0.461 0.383
H -1.840 0.464 -1.671 0.345
H -2.651 1.462 -0.368 0.351
H -0.816 1.421 -0.656 0.355
H -3.472 -1.378 -0.216 0.443
H -3.874 0.264 0.722 0.339
H -3.273 -1.307 1.584 0.455
H -2.199 1.435 1.905 0.396
H -1.804 0.002 2.687 0.427
H -0.533 0.753 1.944 0.385
H 1.140 0.611 -0.865 0.221
H 2.020 -2.963 0.948 0.242
```



No. 3
ORCA calculation (ωB97M-V/def2-TZVPD) on a 2-piece molecular cluster, C8H15N2S overall in a non-equilibrium geometry.

Calculated values
* LUMO energy (alpha / beta): -3.941 / -3.941 eV
* highest occupied orbital energy (alpha / beta): -11.25 / -11.25 eV
* charge: +1

XYZ file:
```
26
Properties=species:S:1:pos:R:3:mulliken_charge:R:1
C 1.858 -1.022 0.386 0.081
C 2.589 -0.011 0.061 0.820
C -0.694 -0.326 -0.456 -0.225
C -3.074 0.510 -0.101 0.805
C 1.495 -2.393 0.473 -0.394
C 4.006 0.083 0.567 -1.212
C 2.125 1.061 -0.831 -0.867
C -3.708 1.597 0.815 -1.235
N -3.795 -0.243 -0.904 -0.264
N -1.692 0.494 -0.079 -0.083
S -1.137 -1.807 -0.950 -0.514
H 0.550 -2.305 -0.267 -0.110
H 1.059 -2.783 1.333 0.361
H 2.184 -2.891 -0.077 0.337
H 4.578 -0.762 0.291 0.339
H 3.956 0.061 1.631 0.359
H 4.542 1.081 0.247 0.314
H 1.099 1.177 -0.599 0.005
H 2.132 0.467 -1.739 0.326
H 2.640 2.051 -0.622 0.404
H -4.739 1.296 1.001 0.403
H -2.930 1.799 1.594 0.351
H -3.671 2.497 0.196 0.361
H -4.802 0.036 -1.018 0.307
H -3.232 -0.865 -1.505 0.128
H -1.339 1.196 0.554 0.202
```



No. 4
ORCA calculation (ωB97M-V/def2-TZVPD) on a single C8H15N3O2S molecule in a non-equilibrium geometry.

Calculated values
* LUMO energy: 0.606 eV
* structure (SMILES): CN(C)S(=O)(=O)N[C@@]1(N)C=CC=CC1
* highest occupied orbital energy: -8.76 eV

XYZ file:
```
29
Properties=species:S:1:pos:R:3:mulliken_charge:R:1
C 0.092 -3.151 -0.387 -0.356
C -0.451 -2.420 -1.471 -0.136
C -0.404 -2.852 0.837 -0.530
C -1.286 -1.427 -1.399 -0.868
C -1.366 -1.748 1.065 -0.868
C -1.398 -0.768 0.003 0.786
C 0.859 3.082 1.089 -0.849
C 2.672 1.840 -0.073 -0.856
N -2.572 -0.037 0.152 -0.498
N 0.065 0.101 0.242 -0.477
N 1.390 2.328 -0.086 0.009
O 0.872 0.853 -1.998 -0.644
O -0.912 2.222 -0.968 -0.694
S 0.318 1.352 -0.837 1.132
H 0.899 -3.889 -0.654 0.321
H -0.171 -2.848 -2.395 0.429
H 0.090 -3.357 1.642 0.354
H -1.637 -0.917 -2.257 0.404
H -2.304 -2.277 1.266 0.332
H -1.010 -1.223 1.972 0.364
H 1.465 3.099 2.008 0.363
H 0.730 4.124 0.845 0.304
H -0.130 2.686 1.379 0.258
H 2.623 0.671 0.061 0.194
H 3.089 2.007 -1.054 0.268
H 3.300 2.267 0.649 0.426
H -2.947 0.398 0.917 0.182
H -2.617 0.481 -0.702 0.267
H 0.742 -0.598 0.155 0.383
```



No. 5
ORCA calculation (ωB97M-V/def2-TZVPD) on a single C8H15N3O4 molecule in a non-equilibrium geometry.

Calculated values
* LUMO energy: 0.213 eV
* structure (SMILES): C[C@H](N)C(=O)N[C@@H](CCC(N)=O)C(=O)O
* highest occupied orbital energy: -9.59 eV

XYZ file:
```
30
Properties=species:S:1:pos:R:3:mulliken_charge:R:1
C -1.958 -1.517 1.670 0.791
C -1.369 -1.420 0.286 0.338
C -1.206 -2.706 1.979 -1.666
C -0.206 0.265 -1.056 -0.056
C 1.098 -0.342 -1.422 0.461
C 0.340 1.702 -0.745 -1.665
C 1.461 2.029 0.039 -0.459
C 2.463 2.940 -0.684 0.282
H -3.763 -1.764 2.709 0.271
H -4.103 -1.884 0.962 0.252
H -1.378 -0.747 2.208 0.066
H -1.314 -3.425 1.108 0.312
H -0.217 -2.659 1.966 0.497
H -1.438 -3.104 2.992 0.340
H -0.742 0.416 0.936 0.298
H -0.941 0.128 -1.774 0.463
H 0.283 2.028 -1.742 0.689
H -0.632 2.157 -0.534 0.694
H 1.118 2.569 0.896 0.396
H 1.903 1.141 0.503 0.417
H 4.154 3.003 -2.026 0.293
H 2.954 1.827 -2.434 0.312
H 0.192 -2.044 -1.382 0.446
N -3.472 -1.470 1.789 -0.591
N -0.686 -0.224 0.133 -0.212
N 3.005 2.655 -1.961 -0.502
O -1.440 -2.235 -0.573 -0.703
O 2.043 0.371 -1.858 -0.574
O 2.793 4.020 -0.196 -0.613
O 1.057 -1.709 -1.786 -0.577
```